# C6H12N4

An isolated ion of composition C6H12N4 and charge +2 in a non-equilibrium geometry (ωB97M-V with the def2-TZVPD basis set, the Open Molecules 2025 dataset).

HOMO   -16.2 eV
Relative energy (zero: lowest compared OMol25 entry of this formula, charge and spin)   2.491 eV
Net charge   +2
DFT total energy   -12356.6745 eV
HOMO-LUMO gap   8.56 eV
LUMO   -7.639 eV
M   140.19 g mol⁻¹

Last column: natural (NBO) charge in e.
Cartesian coordinates (Å):
C: -1.517 1.354 0.109  0.48
C: -1.223 -2.210 1.912  0.74
C: -1.155 0.019 0.356  -0.17
C: -2.195 3.659 -0.521  -0.46
C: 1.854 -1.422 -0.011  -0.43
C: -0.445 -0.636 -0.786  -0.25
N: -0.870 -3.251 2.310  -0.46
N: -1.403 -0.962 1.549  -0.58
N: -1.561 2.520 -0.041  -0.23
N: 1.073 -0.410 -0.761  -0.50
H: -3.216 3.471 -0.857  0.25
H: -2.188 4.407 0.277  0.27
H: -1.598 4.066 -1.343  0.27
H: 2.900 -1.126 0.031  0.26
H: 1.484 -1.513 1.007  0.22
H: 1.793 -2.388 -0.509  0.24
H: -0.607 -1.717 -0.797  0.24
H: -0.800 -0.230 -1.735  0.26
H: -1.149 -4.207 2.462  0.49
H: -1.904 -0.441 2.273  0.47
H: 1.250 0.521 -0.360  0.44
H: 1.429 -0.395 -1.727  0.45

=====

# C6H12N5

C6H12N5 as an isolated structure in a non-equilibrium geometry (ωB97M-V with the def2-TZVPD basis set, the Open Molecules 2025 dataset).

HOMO   -11.7 eV
Relative energy (zero: lowest compared OMol25 entry of this formula, charge and spin)   1.556 eV
Net charge   +1
DFT total energy   -13857.6975 eV
HOMO-LUMO gap   8.38 eV
LUMO   -3.355 eV
M   154.20 g mol⁻¹

Last column: natural (NBO) charge in e.
Cartesian coordinates (Å):
C: -0.306 1.317 0.858  0.26
C: -2.532 0.105 -0.954  0.41
C: 1.920 0.662 -0.422  0.46
C: 2.841 -0.485 -0.305  -0.69
C: -0.356 -0.913 -0.258  -0.23
C: 0.371 0.076 0.641  -0.14
N: -0.893 2.301 0.849  -0.32
N: 1.798 1.747 -0.923  -0.62
N: 0.639 -0.617 1.823  -0.82
N: -1.334 -0.309 -1.185  -0.49
N: -3.062 0.060 0.238  -0.72
H: -3.006 0.673 -1.696  0.24
H: 3.570 -0.016 0.405  0.27
H: 2.400 -1.316 0.113  0.23
H: 3.199 -0.689 -1.216  0.25
H: -0.999 -1.552 0.281  0.20
H: 0.180 -1.530 -0.983  0.24
H: 1.165 2.497 -0.935  0.42
H: 0.502 -1.615 1.839  0.38
H: 1.535 -0.412 2.195  0.39
H: -0.933 0.129 -2.003  0.42
H: -4.005 0.239 0.572  0.45
H: -2.694 -0.349 1.067  0.42

=====

# C6H12NO

An isolated ion of composition C6H12NO and charge -1 in a non-equilibrium geometry (ωB97M-V with the def2-TZVPD basis set, the Open Molecules 2025 dataset).

HOMO   -2.3 eV
Relative energy (zero: lowest compared OMol25 entry of this formula, charge and spin)   0.408 eV
Net charge   -1
DFT total energy   -9952.9380 eV
HOMO-LUMO gap   6.03 eV
LUMO   3.695 eV
M   114.17 g mol⁻¹

Last column: natural (NBO) charge in e.
Cartesian coordinates (Å):
C: -1.190 -2.297 -0.138  -0.02
O: -0.919 -2.538 -1.446  -0.97
C: -0.350 -1.097 0.411  -0.09
C: -0.688 0.100 -0.444  -0.43
C: 0.085 1.415 -0.204  -0.44
C: 2.307 2.355 -0.666  -0.44
C: 1.577 1.290 -0.376  -0.13
N: -0.628 -0.771 1.837  -0.86
H: -0.902 -3.179 0.489  0.07
H: -2.248 -2.010 0.009  0.07
H: 0.691 -1.405 0.317  0.16
H: -0.370 -0.229 -1.445  0.25
H: -1.759 0.256 -0.604  0.20
H: -0.153 1.841 0.776  0.20
H: -0.298 2.077 -0.930  0.19
H: 1.831 3.324 -0.816  0.17
H: 3.378 2.402 -0.823  0.18
H: 1.977 0.311 -0.136  0.21
H: -1.471 -0.224 1.844  0.33
H: -0.870 -1.620 2.346  0.34

=====

Q: The lowest relative energy (zero: lowest compared OMol25 entry of this formula, charge and spin) belongs to which entry?
A: C6H12NO

=====

Q: Which of these has the lowest HOMO?
A: C6H12N4

=====

Repeat the second record exactly.
# C6H12N5

C6H12N5 as an isolated structure in a non-equilibrium geometry (ωB97M-V with the def2-TZVPD basis set, the Open Molecules 2025 dataset).

HOMO   -11.7 eV
Relative energy (zero: lowest compared OMol25 entry of this formula, charge and spin)   1.556 eV
Net charge   +1
DFT total energy   -13857.6975 eV
HOMO-LUMO gap   8.38 eV
LUMO   -3.355 eV
M   154.20 g mol⁻¹

Last column: natural (NBO) charge in e.
Cartesian coordinates (Å):
C: -0.306 1.317 0.858  0.26
C: -2.532 0.105 -0.954  0.41
C: 1.920 0.662 -0.422  0.46
C: 2.841 -0.485 -0.305  -0.69
C: -0.356 -0.913 -0.258  -0.23
C: 0.371 0.076 0.641  -0.14
N: -0.893 2.301 0.849  -0.32
N: 1.798 1.747 -0.923  -0.62
N: 0.639 -0.617 1.823  -0.82
N: -1.334 -0.309 -1.185  -0.49
N: -3.062 0.060 0.238  -0.72
H: -3.006 0.673 -1.696  0.24
H: 3.570 -0.016 0.405  0.27
H: 2.400 -1.316 0.113  0.23
H: 3.199 -0.689 -1.216  0.25
H: -0.999 -1.552 0.281  0.20
H: 0.180 -1.530 -0.983  0.24
H: 1.165 2.497 -0.935  0.42
H: 0.502 -1.615 1.839  0.38
H: 1.535 -0.412 2.195  0.39
H: -0.933 0.129 -2.003  0.42
H: -4.005 0.239 0.572  0.45
H: -2.694 -0.349 1.067  0.42

=====

Q: Which formula does entry 3 have?
A: C6H12NO